A structure of composition C32H46BrN2NiO3Si3, computed with the ωB97M-V functional and the def2-TZVPD basis.

Structure (ORCA input):
```
! wB97M-V def2-TZVPD RIJCOSX def2/J DEFGRID3
* xyz -1 3
C 0.45290 3.73571 -0.02435
C -2.70181 2.56551 -0.98552
Si -0.29101 -2.92047 -0.60657
H 4.32961 -0.81734 0.96975
H 2.55759 -5.70290 2.40488
H 3.49877 -0.91409 3.01469
H -4.65173 1.63580 -0.97385
H -3.78058 -1.82312 -0.16700
Br 1.56567 7.85067 -3.32044
H -3.80404 1.55955 2.14964
H -2.05260 -4.10942 0.66819
N 1.04689 3.80302 -3.78084
O -2.07611 1.52031 -1.74016
H -0.43141 0.52589 -3.44163
Si 0.57526 -0.23562 2.38603
H -1.68037 -1.17270 -1.81690
H 1.86410 -4.21930 -1.05040
Si -2.53100 -0.53563 1.56520
H 1.29421 -1.22354 4.60955
H -2.47844 -2.72604 -1.83942
H -4.74469 -0.49946 0.48284
C 2.38370 -0.58247 0.07621
C -1.39760 0.70378 -3.91610
C 1.24124 6.02137 -2.94097
C -3.74426 -0.77384 0.13369
C 2.10663 -3.71026 1.76960
C 0.77299 3.40879 -2.53831
H -2.86865 -2.84045 2.49022
C -1.49926 -2.24610 -1.90355
H -1.92468 -0.24710 -3.94800
H -2.42939 2.37170 0.04741
C 3.32591 -1.96958 2.83497
C 1.20791 1.43854 2.93236
H 0.52457 1.82994 3.69251
H -4.51664 2.97068 -2.13442
C -2.17541 1.74702 -3.14799
H -2.63713 -1.68001 3.79140
C 2.79356 -4.65215 2.52381
H -4.61868 3.30880 -0.41143
C 0.16044 -1.66677 0.64317
C -0.75577 -0.65298 1.20805
H 4.75063 -2.56462 4.31453
C 1.57939 -1.30236 1.12842
N 1.71428 -0.09134 -0.98428
C 4.02222 -2.90108 3.58665
H -0.41714 -0.79998 4.57070
H 1.33032 -4.04045 1.09570
H 0.14235 -2.26311 3.75128
H -4.20555 -1.79526 2.98302
C 1.20961 -3.53303 -1.58757
C -3.12475 -1.83284 2.82600
H -1.10145 -2.42866 -2.90515
H 0.95468 6.27681 -0.80641
C 3.75769 0.60329 -2.02720
H -1.80376 2.75425 -3.36727
C 0.97356 5.60385 -1.65260
H -0.53604 -4.99026 0.80057
H 4.24580 1.04616 -2.88343
O 0.51390 4.58192 0.87130
C 3.76371 -4.25634 3.42933
H 0.84290 -4.05423 -2.47678
C -4.20995 2.61704 -1.15005
H -1.50923 -5.12211 -0.67424
H -3.22999 1.71273 -3.43980
H 2.18449 1.32240 3.41328
H -2.05827 1.87016 2.08850
H -2.24409 3.52067 -1.27150
C -2.81989 1.14666 2.38668
H 1.27269 2.16954 2.13314
H 5.53636 0.26018 -0.86329
C 0.40089 -1.22859 3.98435
H -1.21852 1.04772 -4.93475
H 1.81497 -2.69018 -1.92566
C 2.36975 -2.34870 1.88656
C 2.38930 0.45447 -2.00213
H 4.29303 -4.98968 4.02492
C 4.45861 0.15995 -0.91210
C 1.27939 5.09670 -3.97513
H 0.55208 2.36370 -2.38515
Ni -0.33397 0.61592 -0.55028
C 0.73177 4.25016 -1.44233
H -2.76882 1.04387 3.47348
H 1.49955 5.41967 -4.98610
H -3.50612 -0.18196 -0.74924
C -1.17330 -4.43687 0.10726
H 1.80022 0.76998 -2.85252
O 0.18643 2.50565 0.11528
C 3.77957 -0.43755 0.12768
*
```

**Energy**: -6533.120386 Eh
**Orbital gap (alpha / beta)**: 4.64 / 6.30 eV
**HOMO level (alpha / beta)**: -0.083 / -0.144 Eh
**LUMO energy (alpha / beta)**: 0.08749 / 0.08748 Ha

A structure of composition C32H46Cl2F8O32P2 at a distorted geometry, computed with the ωB97M-V functional and the def2-TZVPD basis.

Structure (ORCA input):
```
! wB97M-V def2-TZVPD RIJCOSX def2/J DEFGRID3
* xyz 0 1
F 11.94162 12.96895 15.82412
C 7.89048 14.16546 19.04052
O 14.98660 12.82653 14.82516
C 10.58894 12.20652 13.17142
H 10.00468 7.43226 12.71762
C 14.60574 11.91919 9.08040
O 10.99322 16.48376 11.29056
F 6.58674 14.07506 18.51350
Cl 9.31062 9.28846 9.28435
P 9.17804 11.69016 21.18930
O 13.70555 17.58348 15.14320
H 9.43076 8.94532 21.99807
O 9.91234 10.95735 22.40551
H 8.14530 13.27837 19.53796
H 8.07418 15.30107 13.39104
O 13.96210 11.83440 13.07830
C 7.77948 14.80685 12.47924
H 16.30291 14.05618 15.75082
O 10.23020 16.06006 13.32655
H 8.75017 13.51994 15.08956
C 11.16198 16.14916 12.60620
O 14.90266 13.85374 12.85016
C 14.74156 17.60212 16.04677
H 6.42070 11.46841 22.43308
C 13.20107 10.59766 10.40488
H 12.27720 6.67320 13.23836
F 12.63656 9.64796 9.58715
O 15.57970 12.24150 8.49414
F 12.30828 15.33107 9.89544
O 9.55164 11.93666 14.06438
H 7.21115 15.94378 20.04418
H 12.28651 12.57620 10.83667
F 14.36532 14.87613 15.49213
F 11.82762 18.58570 16.03868
C 12.20011 16.48006 10.67655
O 7.83437 10.96415 20.92915
C 9.63768 12.89932 15.10665
O 15.91038 17.73776 15.71144
H 12.31210 17.31334 10.00033
O 8.04871 15.35000 10.23313
O 8.91404 16.31271 19.14812
H 13.76962 10.70014 15.25194
P 15.19044 10.20134 18.16372
O 10.28792 9.13491 13.76469
H 7.37302 16.77941 11.44533
H 9.57594 12.49806 16.11589
H 17.42979 12.39424 16.62247
H 10.76461 8.81544 11.84155
C 7.23700 15.68861 11.35771
O 14.16869 10.47871 19.18936
H 12.52526 17.55632 18.00030
H 13.99461 15.75681 11.46380
H 11.93615 11.02341 20.18921
H 16.01256 7.50984 19.84583
O 8.91633 14.19388 11.94094
Cl 6.43940 9.92535 11.44098
O 11.40185 13.15453 13.66016
H 7.64205 11.05162 9.22777
H 13.31435 10.20108 11.43246
C 10.28730 9.58662 22.29646
H 11.89072 16.70039 15.35089
H 11.40845 12.51898 19.39515
C 6.61037 11.50627 21.36005
H 8.61256 14.92265 20.72872
C 9.05099 14.52787 10.64550
C 8.10110 15.38796 19.88941
C 14.57496 12.79257 13.53118
O 14.37922 17.22896 17.28735
O 14.57008 9.65066 16.84918
H 12.82938 15.90631 17.33937
O 9.87171 11.34421 19.93197
C 11.21560 11.46002 19.48864
C 12.53427 17.42711 15.83014
C 10.69152 8.25379 12.77941
H 11.05926 9.37355 21.55304
H 13.65219 11.56760 16.73817
C 10.98554 8.95777 14.87923
O 16.18469 9.06320 18.47641
O 12.02716 8.13257 14.66066
H 14.52325 7.88350 19.01911
C 17.10598 11.34759 16.75782
C 12.04710 7.71708 13.33449
F 13.17036 8.22099 12.74036
O 13.35637 12.50761 8.96341
C 12.96182 16.98340 17.21196
H 5.82759 10.97616 20.78262
H 6.60517 12.55650 21.08667
C 10.99514 13.46297 15.01748
C 13.22514 16.44070 11.81514
O 16.09560 11.41140 17.85163
O 9.74186 13.92177 9.89116
O 14.49887 10.83812 9.90931
H 13.71786 17.36675 12.13646
H 12.63676 10.18133 16.54178
O 10.19486 15.90121 17.21763
H 10.76546 9.29464 23.22312
C 7.95378 10.76632 11.28572
H 11.52949 11.78197 9.65822
C 13.59438 10.55773 16.32877
H 11.25950 10.96539 18.53211
H 15.70539 6.97164 18.20077
O 8.80627 14.28384 17.97457
O 10.79926 9.43032 15.94944
H 8.66471 10.32868 11.94477
H 17.92733 10.79104 17.18006
C 15.82789 14.68502 13.67783
O 12.46963 15.94258 12.88786
O 9.05059 13.09907 21.50448
C 9.44602 15.54650 18.11069
O 10.72751 11.60012 12.17118
F 6.87699 13.82078 12.76341
C 12.54928 11.89877 10.01848
C 15.58904 7.79273 18.87735
C 8.49233 10.85343 9.89713
H 7.67723 11.74994 11.60757
H 15.71753 15.72995 13.49889
C 15.45229 14.14818 15.10107
H 16.69022 10.91686 15.85388
H 9.27460 11.61482 9.85665
H 6.22600 15.34368 11.09555
H 16.82379 14.49255 13.25106
H 10.93666 14.55735 15.03187
*
```

**Energy**: -6056.940832 Eh
**Orbital gap**: 10.60 eV
**HOMO level**: -0.381 Eh
**LUMO energy**: 0.00890 Ha

A structure of composition C32H46Cl2OOsP4 at a distorted geometry, computed with the ωB97M-V functional and the def2-TZVPD basis.

Structure (ORCA input):
```
! wB97M-V def2-TZVPD RIJCOSX def2/J DEFGRID3
* xyz 2 5
C 1.05215 0.73114 -0.11519
H 3.10027 -3.66557 3.33328
H 3.12633 -1.43943 0.91896
H -5.66848 -1.22622 -0.43423
H -2.55071 2.12667 5.25614
C -0.44426 -0.15915 -3.76744
C 0.07844 0.09532 0.58104
H 1.14319 -3.66317 -3.06678
H 1.01234 -4.77235 1.87323
C 0.01234 4.42269 -3.90429
C 5.01600 2.46024 -1.73020
P -3.54818 -2.08820 0.24142
C -0.61495 3.17930 -1.47326
H -4.30845 -0.11930 -0.90860
H -5.14562 -3.60964 1.14835
C -0.97413 4.96247 -3.06884
H -1.41398 0.97409 -1.37585
C 2.59758 -2.39860 0.92882
H -4.41486 -2.56919 2.43034
H -3.48725 -3.96007 1.75846
C 3.68495 2.18768 -1.39797
H 2.86722 -2.07563 4.11730
H -4.10544 -3.54849 -1.56416
C 5.57839 1.88986 -2.88386
H 5.60865 3.11696 -1.08765
C -3.17438 -3.06065 -1.23003
C -0.90168 -1.27918 -4.45859
H 0.28217 4.92862 -4.83477
C -0.35623 -2.53905 -4.18899
H 0.59785 0.81916 5.89131
H 6.61995 2.09744 -3.14299
C -0.59312 3.43408 3.41844
C -1.29144 4.34108 -1.85802
H 1.71457 -3.39738 4.44130
H 5.23668 0.60031 -4.60091
C 0.36358 -3.88593 1.89338
H 1.45971 2.82283 -4.16153
H 1.22093 2.41399 5.37769
H -2.77178 -2.41084 -2.02239
C 2.35724 -2.94014 3.68265
C -1.98328 -1.33902 0.79523
Cl 2.31898 0.56481 2.85951
H -4.87044 -0.17129 0.78907
H -1.49902 5.87286 -3.35142
H -0.72270 -3.41265 -4.72340
C 4.81566 1.05040 -3.70363
Os 0.11903 -0.37809 2.54844
H -0.40246 -4.02033 2.66515
C 0.68957 -2.68575 -3.26603
H -2.42903 0.38395 4.83154
C -4.71905 -0.76833 -0.12244
H -0.68411 -1.19706 -0.90690
C 0.33395 2.60049 -2.33972
Cl -0.17893 -1.37881 4.69506
C 2.91800 1.36156 -2.23695
C 1.19464 -1.55442 -2.62280
C -1.11396 -0.52250 -0.13856
C 0.31143 1.80817 5.50577
H -1.02771 4.03286 4.23105
P 1.35853 -2.40425 2.25580
C 0.59622 -0.30063 -2.83616
H -2.06529 4.73026 -1.18881
C 0.66955 3.24670 -3.54117
H -2.42791 -3.83026 -0.97489
H 3.31632 -3.20925 1.11520
H 3.22721 2.60650 -0.49930
H -0.13599 -3.78538 0.92148
H -0.34900 2.30121 6.23098
H 1.88895 1.13989 0.44143
H 2.12333 -2.56210 -0.04567
H -2.18827 -1.77124 2.88248
C -2.29047 1.41164 4.46632
H -1.66897 -1.15267 -5.22580
C -1.58544 -1.31612 2.09305
H -2.97252 1.57233 3.62127
P 1.17787 1.08169 -1.86081
H -1.18668 3.58156 2.50497
H 0.43835 3.77743 3.23297
P -0.55944 1.65557 3.90320
H -0.84158 2.70989 -0.51209
C 3.48816 0.78517 -3.37495
C -4.21064 -3.16229 1.52508
O -1.94902 0.49568 -0.71223
H 2.88423 0.13344 -4.00136
H 2.06582 -1.61119 -1.95774
H -0.83950 0.83391 -3.98774
*
```

**Energy**: -3698.135986 Eh
**Orbital gap (alpha / beta)**: 4.88 / 6.32 eV
**HOMO level (alpha / beta)**: -0.362 / -0.500 Eh
**LUMO energy (alpha / beta)**: -0.18281 / -0.26802 Ha

Q: Which formula does entry 1 have?
A: C32H46BrN2NiO3Si3

Q: energy of number 3 (C32H46Cl2OOsP4)?
A: -3698.135986 Eh